A cluster of 2 separate species, C9H14O in total in a non-equilibrium geometry. Source: OMol25; level of theory: ωB97M-V/def2-TZVPD.

Values from the calculation:
total energy: -11597.573 eV
2S+1: 2
HOMO energy (spin up / spin down): -13.33 / -13.32 eV
relative energy (zero: lowest compared OMol25 entry of this formula, charge and spin): 46.0 kcal/mol
Kohn-Sham gap (spin up / spin down): 9.2 / 4.9 eV
total charge: +1
max |F|: 2.50 eV Å⁻¹
M: 138.2 g mol⁻¹

Last columns: bonded neighbours and bond lengths (Å).
Element x y z (Å)
1 C -1.496 0.611 2.108  C2 1.492, O3 1.441, H4 1.090, H5 1.152
2 C -2.177 1.192 3.302  C1 1.492, H6 1.094, H8 1.102, H9 1.070
3 O -0.593 1.587 1.554  C1 1.441, H7 1.010
4 H -0.850 -0.266 2.159  C1 1.090
5 H -2.354 0.438 1.360  C1 1.152
6 H -3.149 0.694 3.366  C2 1.094
7 H -1.172 2.392 1.363  O3 1.010
8 H -2.371 2.247 3.045  C2 1.102
9 H -1.696 1.222 4.257  C2 1.070
10 C 1.392 1.523 -1.538  C14 1.512, H21 1.071, H22 1.175, H24 1.142
11 C 0.480 -1.952 -0.349  C12 1.377, C13 1.405, H17 1.082
12 C 0.733 -0.600 -0.415  C11 1.377, C14 1.395, H18 1.048
13 C 0.692 -2.767 -1.474  C11 1.405, C15 1.383, H19 1.077
14 C 1.166 0.029 -1.583  C10 1.512, C12 1.395, C16 1.375
15 C 1.071 -2.156 -2.655  C13 1.383, C16 1.382, H20 1.078
16 C 1.398 -0.813 -2.646  C14 1.375, C15 1.382, H23 1.025
17 H 0.160 -2.351 0.605  C11 1.082
18 H 0.663 -0.022 0.456  C12 1.048
19 H 0.751 -3.834 -1.333  C13 1.077
20 H 1.328 -2.759 -3.510  C15 1.078
21 H 1.267 2.085 -2.441  C10 1.071
22 H 2.425 1.913 -1.136  C10 1.175
23 H 1.867 -0.384 -3.450  C16 1.025
24 H 0.465 1.972 -1.045  C10 1.142